Record 1
The following is a quantum chemistry calculation of a molecular structure, C9H29AsF6O5 in a non-equilibrium geometry, from OMol25.

Element x y z (Å)
As (3.612, -0.480, -2.043)
F (3.868, -0.258, -3.734)
F (3.328, -0.725, -0.331)
F (5.073, 0.371, -1.717)
F (2.743, 1.039, -1.916)
F (4.465, -1.975, -2.063)
F (2.085, -1.241, -2.393)
O (-0.947, -0.671, -2.537)
O (-1.727, -2.293, 0.639)
O (0.435, -1.020, 2.342)
O (0.181, -0.509, -0.248)
O (0.028, 2.113, -0.078)
C (1.770, -1.590, 2.526)
C (-3.972, -1.887, -0.206)
C (-2.952, -1.586, 0.877)
C (1.164, 2.821, 0.450)
C (1.113, 2.846, 1.968)
C (2.580, -0.730, 3.457)
C (-0.817, 0.595, -3.215)
C (-2.635, -0.108, 0.975)
C (-2.095, 1.393, -3.120)
H (-0.498, 0.410, -4.245)
H (-3.530, 0.429, 1.293)
H (2.045, 3.175, 2.429)
H (2.735, 0.272, 3.064)
H (-2.958, 0.839, -3.493)
H (2.055, 2.306, 0.101)
H (-4.091, -2.971, -0.279)
H (2.187, -1.650, 1.522)
H (0.179, 0.451, -0.010)
H (1.579, -2.596, 2.903)
H (0.053, 1.109, -2.805)
H (-2.320, 0.322, 0.022)
H (3.556, -1.194, 3.621)
H (0.324, 3.478, 2.380)
H (-2.283, 1.658, -2.077)
H (-0.096, -1.104, 3.139)
H (1.143, 3.846, 0.077)
H (-2.034, 2.319, -3.694)
H (-4.957, -1.491, 0.048)
H (-0.773, 2.631, 0.044)
H (-0.290, -0.684, -1.115)
H (2.104, -0.673, 4.439)
H (-3.672, -1.496, -1.178)
H (-1.859, -3.220, 0.854)
H (-3.350, -1.889, 1.853)
H (0.923, 1.823, 2.308)
H (-1.839, 0.103, 1.691)
H (-0.064, -1.099, 0.504)
H (-1.572, -1.208, -3.031)

Calculated values
* lowest unoccupied orbital energy: -0.00113 hartree
* HOMO energy: -0.409 Eh
* relative energy (zero: lowest compared OMol25 entry of this formula, charge and spin): 0.00 kcal per mole
* HOMO-LUMO gap: 11.09 eV
* strongest force on any atom: 1.20 eV Å⁻¹

***

Record 2
The following is a quantum chemistry calculation of a gas-phase ion, C11H22NOS (charge +1) in a non-equilibrium geometry, from OMol25.

Element x y z (Å)
S (3.488, -0.975, 0.093)
O (2.105, 1.873, 1.009)
N (0.654, -0.677, 0.416)
C (1.593, -0.166, -1.992)
C (2.209, 1.393, -0.071)
C (-0.616, -0.032, -0.172)
C (-1.035, 1.108, 0.717)
C (-2.429, 1.508, 0.194)
C (-1.585, -1.244, -0.375)
C (0.874, -0.536, 1.826)
C (-2.962, -0.643, -0.882)
C (4.624, 0.120, 0.990)
C (-3.423, 0.337, 0.212)
C (1.978, 0.004, -0.509)
H (1.745, -1.036, 2.084)
H (-3.442, -0.128, 1.105)
H (5.379, 0.538, 0.388)
H (-4.365, 0.663, 0.049)
H (2.527, 0.057, -2.689)
H (0.037, -1.092, 2.273)
H (-1.044, 1.038, 1.749)
H (1.182, -1.099, -2.394)
H (0.912, 0.621, -2.259)
H (2.373, 1.967, -1.040)
H (4.147, 0.951, 1.673)
H (-1.315, -1.978, -1.098)
H (0.964, 0.467, 2.220)
H (0.678, -1.668, 0.156)
H (-1.929, -1.703, 0.630)
H (-2.801, -0.094, -1.884)
H (-3.569, -1.617, -0.967)
H (4.987, -0.571, 1.748)
H (-0.327, 2.000, 0.554)
H (-0.413, 0.385, -1.153)
H (-2.390, 1.967, -0.831)
H (-2.927, 2.204, 0.907)

Calculated values
* total charge: +1
* lowest unoccupied orbital energy: -0.13458 hartree
* HOMO energy: -0.480 Eh
* relative energy (zero: lowest compared OMol25 entry of this formula, charge and spin): 46.88 kcal per mole
* HOMO-LUMO gap: 9.39 eV
* strongest force on any atom: 5.05 eV Å⁻¹

***

Record 3
The following is a quantum chemistry calculation of 12 unconnected molecules or ions with the total composition C48H126N6O18 in a non-equilibrium geometry, from OMol25.

Element x y z (Å)
O (-13.677, -30.586, 0.009)
O (-8.189, -27.348, -4.602)
O (-14.230, -27.683, -6.204)
O (-15.377, -20.604, -2.867)
O (-18.961, -25.852, -8.050)
O (-11.264, -21.421, -5.144)
O (-14.168, -23.555, 1.877)
O (-24.606, -26.163, 3.403)
O (-19.044, -20.275, 1.833)
O (-9.409, -22.791, -2.802)
O (-18.944, -25.480, -2.470)
O (-25.557, -23.943, -2.018)
O (-8.062, -17.424, -5.953)
O (-13.974, -25.069, -1.077)
O (-24.114, -20.293, -3.894)
O (-30.471, -21.679, -2.575)
O (-8.473, -22.319, -10.450)
O (-19.568, -25.720, 1.740)
N (-28.639, -22.436, -0.653)
N (-10.790, -26.583, -5.647)
N (-16.172, -25.233, -3.379)
N (-22.053, -27.243, 2.871)
N (-8.321, -20.905, -5.134)
N (-9.491, -22.442, -7.456)
C (-10.448, -23.182, -6.693)
C (-24.689, -25.069, -1.609)
C (-26.712, -23.798, -1.324)
C (-27.288, -22.382, -1.236)
C (-14.586, -22.233, 1.728)
C (-14.828, -18.614, -1.422)
C (-13.074, -27.266, -6.789)
C (-18.810, -25.741, -6.671)
C (-16.518, -26.315, -2.423)
C (-20.996, -27.690, 2.022)
C (-8.168, -22.610, -3.298)
C (-15.372, -20.075, -1.516)
C (-7.006, -26.917, -3.954)
C (-12.194, -27.004, -5.520)
C (-17.846, -25.863, -1.636)
C (-19.603, -27.030, 2.251)
C (-25.057, -25.866, 2.110)
C (-12.676, -25.221, -0.649)
C (-22.764, -21.729, -2.678)
C (-8.581, -23.329, -8.181)
C (-23.176, -28.119, 2.839)
C (-9.566, -21.445, -10.421)
C (-7.923, -21.196, -3.764)
C (-12.427, -20.826, -4.496)
C (-9.807, -24.201, -2.571)
C (-15.372, -27.299, -7.022)
C (-29.756, -20.634, -2.044)
C (-13.967, -24.310, -2.341)
C (-7.850, -18.480, -4.991)
C (-9.929, -27.510, -6.387)
C (-18.346, -25.074, 1.927)
C (-31.083, -21.411, -3.900)
C (-18.503, -20.782, 0.668)
C (-6.958, -16.910, -6.580)
C (-23.972, -21.710, -3.667)
C (-29.316, -21.135, -0.698)
C (-15.493, -24.085, -2.849)
C (-24.375, -27.491, 3.734)
C (-14.915, -28.395, 0.045)
C (-8.433, -27.201, -5.975)
C (-14.071, -21.347, 2.852)
C (-7.779, -19.781, -5.799)
C (-7.805, -22.559, -9.247)
C (-19.729, -26.946, -6.201)
C (-11.644, -22.288, -6.174)
C (-20.170, -25.424, -1.778)
C (-13.579, -29.172, 0.001)
C (-19.622, -21.008, -0.387)
H (-18.213, -24.027, 1.654)
H (-6.150, -16.471, -5.996)
H (-17.668, -25.703, 1.350)
H (-21.141, -27.484, 0.962)
H (-25.305, -28.057, 3.665)
H (-15.468, -28.516, -0.887)
H (-21.900, -21.371, -3.237)
H (-14.676, -20.701, -0.957)
H (-8.351, -19.518, -6.689)
H (-7.484, -16.164, -7.175)
H (-19.329, -27.903, -6.534)
H (-17.683, -25.055, -0.922)
H (-12.019, -21.822, -7.085)
H (-20.114, -24.816, -0.875)
H (-16.608, -27.189, -3.068)
H (-10.145, -28.547, -6.127)
H (-15.477, -23.318, -3.623)
H (-23.470, -28.282, 1.803)
H (-13.613, -23.287, -2.218)
H (-26.498, -24.259, -0.360)
H (-12.131, -24.278, -0.604)
H (-12.654, -28.053, -7.416)
H (-15.096, -18.090, -2.339)
H (-13.742, -30.878, -0.903)
H (-12.843, -26.233, -5.105)
H (-13.290, -24.661, -3.120)
H (-7.319, -21.637, -8.927)
H (-14.345, -21.844, 3.782)
H (-12.993, -21.658, -4.076)
H (-27.371, -24.512, -1.819)
H (-15.738, -26.585, -1.711)
H (-10.120, -23.790, -5.850)
H (-7.741, -23.787, -7.660)
H (-20.090, -21.935, -0.056)
H (-6.857, -20.991, -3.667)
H (-15.046, -27.155, -8.052)
H (-14.105, -22.009, 0.776)
H (-9.355, -20.416, -10.129)
H (-18.863, -27.718, 1.843)
H (-20.804, -28.732, 2.281)
H (-9.441, -24.890, -3.332)
H (-7.699, -27.842, -6.463)
H (-9.398, -24.520, -1.612)
H (-15.630, -28.711, 0.804)
H (-14.430, -24.017, 1.078)
H (-28.874, -20.511, -2.673)
H (-12.239, -27.830, -4.810)
H (-6.297, -27.740, -4.042)
H (-22.300, -26.353, 2.460)
H (-9.137, -24.122, -8.682)
H (-15.983, -28.202, -6.996)
H (-20.706, -26.824, -6.667)
H (-17.826, -25.934, -6.242)
H (-6.480, -17.522, -7.345)
H (-19.920, -25.868, -8.096)
H (-8.843, -21.996, -6.822)
H (-19.171, -21.122, -1.372)
H (-17.862, -21.617, 0.951)
H (-23.742, -24.916, -2.125)
H (-22.919, -29.094, 3.253)
H (-14.718, -27.349, 0.282)
H (-9.898, -27.488, -7.477)
H (-16.965, -24.790, -3.821)
H (-20.353, -20.205, -0.285)
H (-26.586, -21.787, -0.651)
H (-6.656, -25.936, -4.275)
H (-10.410, -21.676, -9.771)
H (-12.387, -22.959, -5.744)
H (-8.597, -18.316, -4.215)
H (-13.739, -18.608, -1.384)
H (-6.943, -23.189, -9.465)
H (-10.932, -23.921, -7.330)
H (-14.402, -20.309, 2.809)
H (-8.301, -20.511, -3.005)
H (-29.303, -23.069, -1.076)
H (-24.904, -22.056, -3.221)
H (-23.792, -22.175, -4.637)
H (-7.886, -23.255, -4.131)
H (-15.663, -22.142, 1.586)
H (-30.400, -21.761, -4.674)
H (-10.025, -21.397, -11.408)
H (-12.177, -25.910, -1.330)
H (-7.193, -26.852, -2.882)
H (-15.847, -26.481, -6.481)
H (-16.364, -20.026, -1.067)
H (-6.753, -20.039, -6.063)
H (-28.544, -20.398, -0.480)
H (-12.550, -25.572, 0.376)
H (-12.942, -28.789, -0.796)
H (-18.108, -26.689, -0.975)
H (-22.701, -22.758, -2.322)
H (-24.189, -27.496, 4.808)
H (-27.284, -21.974, -2.247)
H (-9.315, -20.726, -5.138)
H (-25.002, -24.803, 1.875)
H (-31.955, -22.044, -4.066)
H (-26.119, -26.108, 2.079)
H (-10.339, -26.558, -4.744)
H (-16.075, -23.579, -2.079)
H (-17.669, -20.124, 0.428)
H (-25.135, -26.031, -1.863)
H (-19.852, -26.829, -5.124)
H (-30.325, -19.706, -2.086)
H (-12.205, -20.124, -3.692)
H (-24.556, -24.992, -0.530)
H (-13.299, -26.381, -7.383)
H (-19.800, -20.812, 2.081)
H (-21.022, -24.966, -2.280)
H (-6.930, -18.322, -4.429)
H (-8.203, -26.216, -6.382)
H (-7.477, -22.972, -2.537)
H (-24.561, -26.362, 1.275)
H (-20.405, -26.464, -1.552)
H (-19.124, -24.821, -6.180)
H (-16.183, -20.284, -3.280)
H (-13.030, -28.792, 0.863)
H (-12.973, -20.186, -5.189)
H (-12.989, -21.214, 2.848)
H (-31.405, -20.386, -4.080)
H (-18.045, -25.078, 2.974)
H (-30.098, -21.089, 0.060)
H (-24.646, -20.160, -4.682)
H (-22.948, -21.071, -1.829)
H (-15.148, -18.098, -0.517)
H (-19.354, -27.034, 3.312)
H (-10.860, -24.323, -2.319)

Calculated values
* lowest unoccupied orbital energy: 0.01107 hartree
* HOMO energy: -0.305 Eh
* relative energy (zero: lowest compared OMol25 entry of this formula, charge and spin): 191.28 kcal per mole
* HOMO-LUMO gap: 8.60 eV
* strongest force on any atom: 4.22 eV Å⁻¹

***

Record 4
The following is a quantum chemistry calculation of a molecular structure, C3H2HoO4 in a non-equilibrium geometry, from OMol25.

Element x y z (Å)
Ho (1.476, -1.350, 0.639)
O (-2.425, -0.822, 1.292)
O (-0.401, -1.809, 1.659)
O (-0.514, -0.435, 0.012)
O (1.793, 0.386, -0.415)
C (-1.266, -1.069, 1.127)
C (-0.630, 0.676, -0.687)
C (0.765, 1.078, -0.994)
H (0.383, 2.124, -0.537)
H (0.819, 1.222, -2.095)

Calculated values
* total charge: +1
* lowest unoccupied orbital energy (alpha / beta): -0.24725 / -0.24138 hartree
* HOMO energy (alpha / beta): -0.479 / -0.479 Eh
* <S²>: 6.00
* relative energy (zero: lowest compared OMol25 entry of this formula, charge and spin): 60.11 kcal per mole
* 2S+1: 5
* HOMO-LUMO gap (alpha / beta): 6.32 / 6.48 eV
* strongest force on any atom: 5.02 eV Å⁻¹

***

Record 5
The following is a quantum chemistry calculation of C4H7Cl in the gas phase in a non-equilibrium geometry, from OMol25.

Element x y z (Å)
Cl (2.919, -0.141, 0.017)
C (-1.161, -0.838, 0.040)
C (0.121, 0.045, -0.020)
C (0.123, 1.455, -0.021)
C (1.204, -0.694, -0.043)
H (-0.557, 1.871, -0.741)
H (-1.104, -1.511, 0.875)
H (1.093, 1.931, -0.030)
H (-2.248, -0.434, -0.016)
H (-1.093, -1.506, -0.845)
H (1.125, -1.801, -0.135)
H (-0.422, 1.624, 0.918)

Calculated values
* lowest unoccupied orbital energy: 0.03627 hartree
* HOMO energy: -0.331 Eh
* relative energy (zero: lowest compared OMol25 entry of this formula, charge and spin): 12.89 kcal per mole
* HOMO-LUMO gap: 10.00 eV
* strongest force on any atom: 2.95 eV Å⁻¹